A structure of composition C30H53AsF4N4Y in a non-equilibrium geometry. Source: the OMol25 dataset; level of theory: the ωB97M-V functional and the def2-TZVPD basis.

## Properties
orbital gap: 0.2752 Eh
M: 709.6 g mol⁻¹
total charge: +1
highest occupied orbital energy: -9.60 eV
LUMO level: -2.11 eV
ΔE to the lowest compared entry with this formula, charge and spin: 8.4 kJ/mol

Geometry as XYZ:
```
93
Properties=species:S:1:pos:R:3:lowdin_charge:R:1
Y -0.05977 -0.04784 -0.27569 1.485
C -0.24000 -0.31113 -3.05053 -0.287
C -1.36266 0.33523 -2.46744 -0.347
C -2.09237 -0.64753 -1.73937 -0.321
C -1.40832 -1.88606 -1.88103 -0.266
C -0.27322 -1.67607 -2.68553 -0.261
C 0.55536 -2.76666 -3.29392 -0.032
C -1.92632 -3.20626 -1.40735 -0.013
C -3.48649 -0.49939 -1.19360 -0.031
C -1.82375 1.71351 -2.84396 -0.046
C 0.57324 0.30416 -4.14882 -0.038
H 0.13345 -3.06176 -4.25859 0.101
H 0.57203 -3.66060 -2.66831 0.082
H 1.58707 -2.46772 -3.48761 0.060
H -1.13563 -3.85390 -1.02731 0.071
H -2.41196 -3.74133 -2.22889 0.100
H -2.66825 -3.09029 -0.61785 0.078
H -4.20537 -0.98744 -1.85649 0.099
H -3.80252 0.54526 -1.14116 0.068
H -3.62329 -0.94503 -0.20665 0.067
H -2.60382 2.09460 -2.18146 0.066
H -2.25373 1.72092 -3.85017 0.097
H -1.00858 2.44334 -2.85282 0.046
H -0.05491 0.47644 -5.02827 0.099
H 1.38715 -0.34335 -4.47119 0.075
H 0.99856 1.26745 -3.86905 0.034
C 3.45268 -0.63654 -2.35665 -0.073
C 3.62432 -0.44362 -0.86521 -0.236
N 2.48542 -0.93749 -0.05851 -0.202
C 2.89256 -0.85723 1.37558 -0.258
C 4.04859 -1.74094 1.84021 -0.060
C 2.20515 -2.34573 -0.42062 -0.194
C 1.21728 -3.01768 0.51063 -0.216
N 0.08157 -2.14270 0.78104 -0.093
C -0.91679 -2.68040 1.52840 -0.211
C -1.97074 -1.83315 1.89025 -0.149
F -1.83913 -0.53486 1.44025 -0.028
C -3.07705 -2.17664 2.62182 -0.229
F -3.99716 -1.23431 2.87832 0.094
C -3.22581 -3.46833 3.08208 0.069
C -2.20730 -4.34846 2.76046 -0.213
F -2.29322 -5.61485 3.17411 0.110
C -1.09379 -3.99353 2.01914 -0.140
F -0.19690 -4.96714 1.76366 0.081
H 4.26889 -0.13985 -2.87763 0.084
H 2.51267 -0.21268 -2.70443 0.038
H 3.48929 -1.68865 -2.63592 0.078
H 3.75846 0.61391 -0.62822 0.086
H 4.53994 -0.95564 -0.55791 0.114
H 2.01531 -1.09689 1.97539 0.092
H 3.17356 0.18373 1.55925 0.102
H 3.83793 -2.80091 1.70584 0.073
H 4.19883 -1.57443 2.90721 0.088
H 4.99292 -1.51442 1.34866 0.073
H 3.13638 -2.92406 -0.45631 0.139
H 1.79666 -2.33274 -1.42607 0.062
H 1.71082 -3.31929 1.44117 0.115
H 0.92639 -3.95117 0.01914 0.117
H -4.08020 -3.77859 3.66331 0.139
N -1.68806 1.78988 0.40656 -0.026
C -1.57661 2.28599 1.79281 -0.211
C -0.11329 2.39139 2.15806 -0.231
N 0.55690 1.10230 1.90224 -0.038
H -1.65329 2.56555 -0.24539 0.046
H -2.59571 1.35585 0.26749 0.069
H -2.07565 1.57452 2.44932 0.116
H -2.07150 3.24936 1.92794 0.128
H 0.00366 2.72646 3.19106 0.129
H 0.36307 3.13646 1.52024 0.068
H 0.26622 0.41422 2.59467 0.099
H 1.55618 1.20894 2.02752 0.059
C 3.54509 2.74908 -3.36364 -0.151
C 2.27590 3.47970 -2.94586 -0.435
As 1.47539 2.87893 -1.24920 1.206
C 0.23487 4.41211 -0.94554 -0.427
C 0.28799 5.58004 -1.92466 -0.155
C 2.92235 3.41104 -0.01201 -0.438
C 3.49341 4.80934 -0.20276 -0.144
H 4.07986 3.32598 -4.11840 0.083
H 3.32325 1.77496 -3.79327 0.046
H 4.23133 2.59909 -2.52690 0.063
H 1.50384 3.39321 -3.71213 0.061
H 2.47230 4.54381 -2.83141 0.050
H 0.44180 4.76717 0.06740 0.059
H -0.78266 4.02100 -0.93999 0.027
H 1.24471 6.09919 -1.89785 0.062
H -0.48464 6.30794 -1.67387 0.081
H 0.11154 5.26032 -2.95179 0.070
H 3.71357 2.66442 -0.09877 0.040
H 2.51025 3.29921 0.99488 0.044
H 4.00834 4.90074 -1.15915 0.069
H 4.21647 5.04294 0.57947 0.080
H 2.71665 5.57334 -0.16489 0.061
```

A structure of composition C2H5O2S in a non-equilibrium geometry. Source: the OMol25 dataset; level of theory: the ωB97M-V functional and the def2-TZVPD basis.

## Properties
multiplicity: 2
orbital gap (alpha / beta): 0.3739 / 0.2288 Eh
M: 93.1 g mol⁻¹
highest occupied orbital energy (alpha / beta): -9.74 / -9.73 eV
LUMO level (alpha / beta): 0.43 / -3.50 eV
ΔE to the lowest compared entry with this formula, charge and spin: 83.8 kJ/mol

Geometry as XYZ:
```
10
Properties=species:S:1:pos:R:3:nbo_charge:R:1
C -1.41402 1.04975 0.79689 -0.787
S -1.64989 -0.51268 -0.10605 0.296
H -0.41249 1.10586 1.21454 0.251
H -2.15509 1.14484 1.59185 0.245
H -1.49510 1.87258 0.09018 0.261
O 2.86575 -0.76178 -1.42922 -0.586
C 1.79411 -1.01931 -0.95613 0.649
O 1.19280 -0.37011 0.01199 -0.750
H 1.25972 -1.99656 -1.19596 0.057
H 0.01420 -0.51259 -0.01810 0.364
```

An isolated molecule of C5H8O in a non-equilibrium geometry. Source: the OMol25 dataset; level of theory: the ωB97M-V functional and the def2-TZVPD basis.

## Properties
orbital gap: 0.3997 Eh
M: 84.1 g mol⁻¹
highest occupied orbital energy: -10.00 eV
LUMO level: 0.88 eV
ΔE to the lowest compared entry with this formula, charge and spin: 216.9 kJ/mol

Geometry as XYZ:
```
14
Properties=species:S:1:pos:R:3:nbo_charge:R:1
C 0.96121 -0.89517 -0.69709 -0.642
C 0.77016 0.31100 0.22514 0.105
C -0.62818 0.39912 0.82681 -0.500
C -1.73855 0.45558 -0.11497 -0.013
C -2.68849 0.47865 -0.86134 -0.249
H 0.38980 -0.72303 -1.69588 0.232
H 0.62758 -1.85380 -0.20986 0.219
H 2.07280 -0.95787 -0.90003 0.207
H 0.88937 1.25368 -0.30108 0.165
H 2.54632 0.14958 1.02945 0.467
H -0.73403 -0.53147 1.45754 0.236
H -0.68963 1.23190 1.52947 0.248
H -3.44358 0.41067 -1.65600 0.246
O 1.66522 0.27118 1.36785 -0.721
```